Here is the ion C7H8NO3 with charge -1 at a distorted geometry from the OMol25 dataset. Energies are from ωB97M-V/def2-TZVPD.

Its multiplicity is 1. The calculation puts the strongest force on any atom at 0.0609 Eh/bohr. Its gap between HOMO and LUMO is 7.051 eV. The lowest unoccupied orbital energy is 3.9 eV. Its calculated total energy is -15019.601 eV. The relative energy (zero: lowest compared OMol25 entry of this formula, charge and spin) is 203.69 kJ/mol. Its total charge is -1. Its HOMO energy is -3.19 eV.

Geometry (Å):
C -0.907283 -1.190480 0.083164
C -0.222310 -0.068676 0.140545
C -2.148389 1.260168 1.241510
C -3.229476 -0.400481 -0.096404
C 1.749535 -0.528583 -1.361378
C 1.882142 1.189236 0.585070
C 1.262922 -0.148973 0.136089
N -3.035386 0.770069 0.567024
O -1.545294 2.004434 1.941451
O -4.279724 -0.626628 -0.669681
O -2.295568 -1.412820 -0.049809
H -0.482601 -2.272420 -0.154431
H 2.720181 -0.230460 -1.773409
H 0.856215 -0.124113 -1.885442
H 1.687797 -1.571587 -1.455119
H 2.978004 0.969284 0.470117
H 1.800835 1.312410 1.633845
H 1.665551 2.092444 -0.104918
H 1.542847 -1.022825 0.751767

Forces on atoms 1 to 6 (eV/Å):
C 1.71 -2.10 -0.99
C -1.75 -0.01 0.27
C 2.67 1.30 0.62
C -0.18 -2.08 -0.68
C -1.92 1.60 1.06
C 2.22 -0.85 -2.04

These are the Löwdin partial charges, in e, on atoms 1 to 2:
1 C -0.235
2 C -0.145

***

Here is an isolated molecule of C5H7FS2 at a distorted geometry from the OMol25 dataset. Energies are from ωB97M-V/def2-TZVPD.

Its multiplicity is 1. The calculation puts the strongest force on any atom at 0.0412 Eh/bohr. Its gap between HOMO and LUMO is 9.673 eV. The lowest unoccupied orbital energy is 0.7 eV. Its SMILES is F[C@@H]1C[C@H]2S[C@@H]2[C@@H]1S. Its calculated total energy is -29683.438 eV. The relative energy (zero: lowest compared OMol25 entry of this formula, charge and spin) is 243.51 kJ/mol. Its total charge is 0. Its HOMO energy is -8.95 eV.

Geometry (Å):
F -1.940188 0.584191 -0.595871
C -0.877916 0.622008 0.244254
C 0.356312 1.350096 -0.416491
C 1.186637 0.093965 -0.715026
S 2.648285 -0.855089 -0.347569
C 1.111218 -0.582985 0.559727
C -0.393454 -0.891746 0.666472
S -1.005049 -2.210791 -0.398764
H -1.165215 1.148809 1.177577
H 0.891943 2.005820 0.283902
H 0.043758 1.839790 -1.308352
H 0.740392 -0.475227 -1.520519
H 1.356055 0.010503 1.452229
H -0.724084 -1.049622 1.638168
H -2.228692 -1.589724 -0.719737

Forces on atoms 1 to 6 (eV/Å):
F -0.64 0.22 -0.43
C 1.21 -0.33 1.22
C 0.80 -0.86 0.26
C -0.13 1.29 -0.81
S 0.49 -0.19 0.39
C -0.53 -1.22 1.21

These are the Löwdin partial charges, in e, on atoms 1 to 2:
1 F -0.027
2 C -0.301